20
Properties=species:S:1:pos:R:3:forces:R:3 method="wB97M-V/def2-TZVPD" lumo_energy_ev=1.0 de_lowest_kcal_mol=60.57 homo_lumo_gap_ev=8.739 spin_multiplicity=1 total_charge=0 smiles="C=C(CCC)NC"
H 0.9999 2.6691 -1.7594 1.215 -0.185 1.495
H 1.4558 3.5010 -0.1789 0.034 -0.265 -0.508
H -0.7043 -2.5929 2.3357 -1.997 0.149 -0.945
C -0.5765 -1.8369 0.4175 -0.878 0.055 -0.883
N 0.2458 1.8280 -0.0053 -0.885 -3.369 -2.928
H -1.1799 0.1609 1.0428 0.394 -0.379 0.683
H -0.2723 1.9132 0.8606 0.927 1.001 -0.151
C 0.5889 -0.0849 -1.7090 -0.734 2.783 0.999
H 0.6537 0.5142 -2.6453 0.224 0.187 1.130
C 1.3388 2.5196 -0.6755 -0.039 0.682 0.747
C -0.2720 -0.3762 0.7115 0.271 -0.012 -1.362
H 1.1532 -0.9897 -1.8888 -1.038 -0.775 0.727
H 0.4099 -2.3156 0.2904 -0.695 -0.411 0.207
H 0.6142 -0.3075 1.3699 -0.865 0.123 0.362
C -1.5089 -2.3951 1.4814 3.766 -2.610 2.513
H -2.1267 -1.6415 1.8841 -1.163 0.611 0.180
C 0.1119 0.4636 -0.4957 2.139 -0.470 -0.576
H 2.3247 1.9283 -0.4893 -1.600 0.934 -0.946
H -1.9978 -3.4073 1.3402 0.428 1.450 -0.266
H -1.1440 -1.9688 -0.5057 0.495 0.501 -0.477